No. 1
13
Properties=species:S:1:pos:R:3 method="wB97M-V/def2-TZVPD" e_above_lowest_kcal_mol=46.4 homo_ev=-8.72 lumo_energy_ev=-0.17 spin_multiplicity=1
C 1.36020 1.19292 0.47892
C 0.00036 -1.30163 -0.66878
C -0.15968 -0.22602 0.29959
N -1.22485 0.73164 0.21591
I -3.18965 -0.12527 0.25864
H 0.82826 2.17803 0.20310
H 1.44196 0.97161 1.51408
H 2.24968 0.98579 -0.14187
H 0.08067 -1.15786 -1.77610
H -0.79443 -1.96648 -0.58778
H 0.81743 -1.93774 -0.42666
H -0.20938 -0.55939 1.36192
H -1.20058 1.21439 -0.73097


No. 2
14
Properties=species:S:1:pos:R:3 method="wB97M-V/def2-TZVPD" e_above_lowest_kcal_mol=17.8 homo_ev=-12.82 total_charge=+1 lumo_energy_ev=-4.91 spin_multiplicity=1
C 0.70090 0.84294 -0.87449
C 0.92083 1.37731 0.36788
C 0.11369 1.23047 1.53644
N -1.05659 0.70900 1.61089
N -0.26425 0.04530 -1.16185
I -0.12477 -4.13833 -1.99923
H 1.38691 1.28017 -1.69111
H 0.16954 -5.45382 -1.29403
H 1.93903 1.82969 0.62587
H 0.61717 1.39645 2.47850
H -1.62652 1.01605 2.42433
H -1.68488 0.54263 0.76839
H -0.56786 0.03975 -2.09476
H -0.52321 -0.71761 -0.69685


No. 3
15
Properties=species:S:1:pos:R:3 method="wB97M-V/def2-TZVPD" e_above_lowest_kcal_mol=90.9 homo_ev=-14.25 total_charge=+1 lumo_energy_ev=-5.73 spin_multiplicity=1 smiles="CC(C)(I)[N+](N)=O"
C 0.24912 0.71773 0.52508
C -0.81873 -0.25218 -0.41904
C -0.57242 -0.12824 -1.97380
I -2.84575 0.18898 0.16994
N -0.39870 -1.59469 0.03768
N -1.00272 -2.07664 1.07319
O 0.37872 -2.17479 -0.61745
H 1.18305 0.63092 -0.00349
H 0.02924 0.45758 1.56186
H -0.04462 1.72856 0.59805
H -1.49753 0.09518 -2.48893
H -0.19812 -1.10097 -2.38719
H 0.35120 0.53639 -2.23110
H -1.60381 -1.48427 1.62817
H -0.90097 -3.08930 1.30860